# 1
Density functional theory data (ωB97M-V with the def2-TZVPD basis set) for an isolated molecule of C4H7NO2S2.

Values from the calculation:
* 2S+1: 1
* M: 165.2 g/mol
* LUMO energy: 0.25 eV
* Kohn-Sham gap: 9.40 eV
* HOMO level: -9.142 eV
* ΔE to the lowest compared entry with this formula, charge and spin: 20.7 kcal/mol
* electronic energy: -31515.5284 eV

Positions of all 16 atoms, in Å:
C  2.14  -0.67  1.86
C  -0.31  -0.26  -0.48
C  -0.06  0.11  0.95
C  0.73  0.42  -1.45
N  0.79  -0.73  1.79
O  2.89  -1.24  2.63
O  3.18  0.00  -2.20
S  2.91  0.61  0.61
S  2.27  -0.43  -1.19
H  -0.42  -1.45  -0.63
H  -1.37  0.25  -0.66
H  0.58  0.97  1.01
H  -0.96  0.37  1.43
H  0.58  0.21  -2.60
H  0.80  1.49  -1.34
H  0.46  -1.34  2.52



# 2
Density functional theory data (ωB97M-V with the def2-TZVPD basis set) for a structure of composition C4H7NO3.

Values from the calculation:
* 2S+1: 1
* M: 117.1 g/mol
* LUMO energy: 0.36 eV
* Kohn-Sham gap: 10.22 eV
* HOMO level: -9.861 eV
* ΔE to the lowest compared entry with this formula, charge and spin: 169.6 kcal/mol
* electronic energy: -11887.9235 eV

Positions of all 15 atoms, in Å:
C  1.18  -0.12  -0.47
C  0.14  -1.14  -0.11
C  0.30  1.03  0.14
C  -2.27  0.39  0.07
H  2.75  0.68  0.53
H  1.01  0.04  -1.63
H  0.82  -2.30  -0.04
H  -0.80  -1.63  -0.62
H  0.91  1.28  1.21
H  0.27  1.94  -0.40
H  -2.34  1.25  -0.59
N  -1.01  0.40  0.67
O  2.39  -0.39  0.23
O  -0.42  -0.76  1.14
O  -2.94  -0.65  -0.12



# 3
Density functional theory data (ωB97M-V with the def2-TZVPD basis set) for a cluster of 2 separate species, C4H7NO3 in total.

Values from the calculation:
* 2S+1: 1
* M: 117.1 g/mol
* LUMO energy: 0.62 eV
* Kohn-Sham gap: 9.05 eV
* HOMO level: -8.430 eV
* ΔE to the lowest compared entry with this formula, charge and spin: 142.6 kcal/mol
* electronic energy: -11889.0920 eV

Positions of all 15 atoms, in Å:
C  -1.32  0.81  -0.33
C  -0.20  -0.02  0.16
C  -0.23  -1.53  -0.03
C  1.72  1.11  0.35
N  -1.25  0.69  1.00
O  -1.85  1.39  -1.28
O  -1.51  -2.07  0.09
O  2.40  0.97  -0.86
H  0.41  -1.98  0.83
H  0.35  -1.62  -1.00
H  2.34  0.57  1.07
H  1.05  1.86  0.62
H  -1.87  0.19  1.55
H  -2.13  -2.02  -0.67
H  2.10  1.62  -1.49



# 4
Density functional theory data (ωB97M-V with the def2-TZVPD basis set) for an isolated molecule of C4H7NO3.

Values from the calculation:
* 2S+1: 1
* M: 117.1 g/mol
* LUMO energy: 0.48 eV
* Kohn-Sham gap: 10.02 eV
* HOMO level: -9.542 eV
* ΔE to the lowest compared entry with this formula, charge and spin: 112.3 kcal/mol
* electronic energy: -11890.4084 eV

Positions of all 15 atoms, in Å:
C  2.44  -0.07  0.10
C  1.23  0.10  -0.49
O  1.00  0.97  -1.34
C  0.02  -0.65  0.28
N  0.24  -0.82  1.70
C  -1.31  -0.09  -0.24
O  -1.89  -0.19  -1.18
O  -1.75  0.78  0.71
H  3.24  0.15  -0.34
H  2.70  -1.04  0.04
H  2.51  0.29  1.15
H  0.24  -1.61  -0.46
H  -0.26  0.19  2.09
H  -0.63  -1.66  1.79
H  -2.63  1.20  0.53